# C38H33Cl2N6OOsPS

A molecular structure, C38H33Cl2N6OOsPS (the ωB97M-V functional and the def2-TZVPD basis, the Open Molecules 2025 dataset).

Geometry (Å):
Os: 0.116 -0.404 0.266
N: -2.467 -0.274 0.328
C: -2.941 0.971 0.879
C: -4.208 1.063 1.440
C: -4.654 2.269 1.954
C: -3.839 3.394 1.909
C: -2.568 3.299 1.369
C: -2.104 2.085 0.861
P: -0.427 1.907 0.188
C: 0.651 2.844 1.299
C: 1.767 3.515 0.806
C: 2.590 4.222 1.670
C: 2.307 4.257 3.029
C: 1.207 3.569 3.529
C: 0.385 2.856 2.669
C: -0.439 2.778 -1.400
C: -0.487 2.083 -2.606
C: -0.596 2.776 -3.803
C: -0.658 4.162 -3.802
C: -0.604 4.859 -2.601
C: -0.496 4.174 -1.401
H: -3.009 -1.056 0.675
H: -2.522 -0.281 -0.686
H: -4.853 0.191 1.458
H: -5.645 2.333 2.385
H: -4.189 4.339 2.303
H: -1.923 4.170 1.365
H: 1.987 3.483 -0.254
H: 3.448 4.757 1.282
H: 2.937 4.831 3.698
H: 0.979 3.610 4.588
H: -0.480 2.330 3.057
H: -0.432 1.003 -2.612
H: -0.630 2.229 -4.738
H: -0.750 4.702 -4.736
H: -0.647 5.941 -2.597
H: -0.449 4.732 -0.474
N: 1.528 0.295 5.793
C: 1.808 -0.962 5.443
N: 2.289 -1.804 6.348
N: 1.638 -1.420 4.209
C: 1.133 -0.849 3.201
N: 0.667 -0.366 2.240
H: 1.657 0.627 6.733
H: 1.169 0.940 5.110
H: 2.434 -1.539 7.306
H: 2.490 -2.750 6.071
Cl: 1.196 -2.649 0.166
C: 0.908 -3.008 -1.534
C: 1.403 -4.141 -2.125
C: 1.124 -4.332 -3.474
C: 0.358 -3.403 -4.176
C: -0.134 -2.277 -3.549
Cl: -1.099 -1.139 -4.408
C: 0.141 -2.029 -2.190
N: -0.265 -0.944 -1.500
H: 1.984 -4.860 -1.561
H: 1.496 -5.212 -3.979
H: 0.136 -3.560 -5.224
O: 1.948 0.895 -0.847
S: 2.797 0.048 -1.791
C: 4.455 0.187 -1.162
C: 4.707 1.029 -0.091
C: 5.994 1.067 0.434
C: 6.992 0.265 -0.102
C: 6.719 -0.575 -1.177
C: 5.440 -0.623 -1.710
C: 2.911 0.971 -3.288
C: 3.041 2.352 -3.274
C: 3.103 3.021 -4.483
C: 3.040 2.313 -5.680
C: 2.910 0.931 -5.679
C: 2.835 0.248 -4.471
H: 3.912 1.640 0.320
H: 6.214 1.729 1.262
H: 7.989 0.288 0.319
H: 7.501 -1.192 -1.599
H: 5.217 -1.273 -2.552
H: 3.092 2.891 -2.335
H: 3.211 4.099 -4.494
H: 3.087 2.847 -6.621
H: 2.862 0.387 -6.614
H: 2.714 -0.831 -4.448

Expectation value of S²: 6.04
Gap between HOMO and LUMO (alpha / beta) in Ha: 0.2904 / 0.2518
2S+1: 5
HOMO (alpha / beta) in eV: -12.6560 / -13.3065
Charge: +2

***

# C38H33Cl4CrN7O2SSeTe

A molecular structure, C38H33Cl4CrN7O2SSeTe (the ωB97M-V functional and the def2-TZVPD basis, the Open Molecules 2025 dataset).

Geometry (Å):
Cr: -2.113 -0.300 1.229
Cl: -8.115 -2.605 -1.720
C: -6.685 -1.795 -1.319
C: -5.841 -2.286 -0.293
C: -4.677 -1.617 -0.029
Cl: -3.576 -2.157 1.204
C: -4.274 -0.468 -0.715
O: -3.120 0.162 -0.450
C: -5.138 0.047 -1.727
Cl: -4.711 1.461 -2.544
C: -6.323 -0.622 -2.010
H: -6.128 -3.174 0.254
H: -7.011 -0.258 -2.761
Se: 4.620 1.568 4.217
N: 3.564 2.305 2.939
C: 2.485 1.540 2.832
C: 1.420 1.801 1.896
C: 1.463 2.843 0.971
C: 0.349 3.006 0.133
C: -0.739 2.162 0.221
N: -0.760 1.135 1.110
C: 0.326 0.969 1.941
C: 0.230 -0.145 2.855
N: -0.946 -0.867 2.793
C: -1.056 -1.963 3.603
C: -0.021 -2.356 4.435
C: 1.171 -1.621 4.502
C: 1.264 -0.483 3.699
C: 2.422 0.393 3.719
N: 3.457 0.201 4.522
H: 2.338 3.469 0.933
H: 0.323 3.796 -0.597
H: -1.624 2.266 -0.391
H: -2.008 -2.487 3.577
H: -0.159 -3.243 5.025
H: 1.994 -1.883 5.143
C: 0.836 -0.197 -5.862
C: 1.463 0.178 -4.505
C: 2.720 1.005 -4.783
C: 0.434 1.042 -3.756
C: 1.845 -1.140 -3.700
O: 2.476 -2.060 -4.638
C: 2.856 -0.955 -2.539
C: 2.602 0.078 -1.436
C: 3.606 -0.075 -0.354
C: 4.535 0.944 -0.086
C: 5.494 0.807 0.909
C: 5.534 -0.366 1.687
Cl: 6.715 -0.561 2.889
C: 4.603 -1.386 1.451
C: 3.643 -1.235 0.446
C: 0.605 -1.985 -3.290
N: 0.181 -1.849 -1.901
C: -0.771 -1.118 -1.311
N: -0.819 -1.406 -0.008
C: 0.167 -2.339 0.172
N: 0.816 -2.674 -0.925
H: 0.598 0.707 -6.419
H: -0.095 -0.752 -5.761
H: 1.502 -0.814 -6.454
H: 2.466 1.875 -5.393
H: 3.460 0.438 -5.341
H: 3.210 1.376 -3.894
H: 0.339 2.010 -4.256
H: 0.665 1.254 -2.714
H: -0.553 0.581 -3.775
H: 3.304 -1.734 -5.031
H: 3.835 -0.740 -2.961
H: 2.958 -1.933 -2.072
H: 1.616 -0.030 -0.984
H: 2.704 1.102 -1.801
H: 4.483 1.849 -0.678
H: 6.205 1.589 1.132
H: 4.645 -2.271 2.067
H: 2.926 -2.017 0.243
H: 0.816 -3.049 -3.449
H: -0.244 -1.710 -3.902
H: -1.458 -0.456 -1.825
H: 0.367 -2.786 1.125
Te: -3.978 1.430 1.955
C: -4.492 2.146 3.851
C: -5.277 1.508 4.851
C: -5.610 2.393 5.916
C: -5.112 3.663 5.722
S: -4.229 3.812 4.269
H: -5.549 0.464 4.794
H: -6.207 2.083 6.758
H: -5.235 4.504 6.374

Expectation value of S²: 6.13
Gap between HOMO and LUMO (alpha / beta) in Ha: 0.1737 / 0.2369
2S+1: 5
HOMO (alpha / beta) in eV: -5.3113 / -7.0645
Energy above the lowest of the compared OMol25 structures with the same formula, charge and spin in kcal/mol: 0.0

***

# C38H33Cl4CuF12N7O18S4

A molecular structure, C38H33Cl4CuF12N7O18S4 (the ωB97M-V functional and the def2-TZVPD basis, the Open Molecules 2025 dataset).

Geometry (Å):
Cu: 0.619 1.046 2.882
C: 2.702 0.210 6.388
F: 2.775 1.488 6.053
F: 3.889 -0.138 6.871
F: 1.700 0.056 7.197
S: 2.332 -0.748 4.731
O: 2.846 0.070 3.649
O: 2.874 -2.021 4.893
N: 0.702 -0.472 4.282
S: -0.058 -1.684 4.917
O: 0.415 -2.146 6.283
O: -1.460 -1.353 4.763
C: 0.321 -3.224 3.746
F: 0.400 -4.357 4.443
F: -0.664 -3.515 2.849
F: 1.495 -3.123 3.117
C: -0.130 3.505 0.124
F: -1.404 3.619 0.569
F: 0.018 4.440 -0.739
F: 0.667 3.781 1.115
S: -0.079 1.712 -0.584
O: -1.403 1.463 -1.053
O: 0.923 1.749 -1.660
N: 0.333 0.706 0.779
S: 0.230 -0.733 0.144
O: 0.312 -0.900 -1.316
O: 1.034 -1.640 0.972
C: -1.540 -1.364 0.600
F: -1.742 -1.404 1.861
F: -2.536 -0.564 0.089
F: -1.763 -2.560 0.122
Cl: -4.057 -2.510 -3.156
C: -5.522 -1.584 -2.905
C: -5.513 -0.581 -1.786
Cl: -5.504 -1.467 -0.262
H: -6.324 -2.247 -2.583
H: -5.751 -1.225 -3.909
H: -6.401 0.051 -1.822
H: -4.644 0.072 -1.702
Cl: -0.047 1.634 -6.219
C: -0.351 0.766 -4.641
C: -1.380 -0.369 -4.781
Cl: -0.948 -1.679 -5.895
H: -0.718 1.412 -3.843
H: 0.545 0.283 -4.251
H: -2.410 -0.162 -5.070
H: -1.454 -0.893 -3.828
C: 0.384 -5.296 0.324
C: 1.376 -5.117 -0.705
C: 1.765 -6.177 -1.458
C: 1.135 -7.445 -1.319
C: 0.180 -7.681 -0.323
C: -0.256 -6.566 0.488
N: 1.484 -8.574 -2.169
O: 0.635 -9.454 -2.227
O: 2.590 -8.558 -2.598
H: 0.188 -4.466 0.986
H: 1.969 -4.215 -0.720
H: 2.640 -6.146 -2.089
H: -0.255 -8.657 -0.159
H: -0.901 -6.650 1.350
C: 0.914 7.849 0.980
C: 0.873 7.665 -0.449
C: 1.000 8.788 -1.167
C: 0.929 10.086 -0.604
C: 0.702 10.230 0.802
C: 0.764 9.074 1.608
N: 0.901 11.259 -1.483
O: 0.878 12.406 -1.010
O: 0.942 11.021 -2.686
H: 0.962 6.955 1.585
H: 0.738 6.722 -0.959
H: 1.035 8.568 -2.223
H: 0.631 11.213 1.243
H: 0.644 9.219 2.671
C: -1.265 -5.893 -4.780
C: -0.241 -6.104 -5.669
C: 0.973 -5.433 -5.502
C: 1.116 -4.527 -4.415
C: -0.043 -4.193 -3.551
C: -1.257 -4.868 -3.792
N: 2.407 -3.768 -4.048
O: 3.391 -4.103 -4.682
O: 2.459 -2.937 -3.129
H: -2.201 -6.426 -4.857
H: -0.433 -6.821 -6.454
H: 1.850 -5.448 -6.132
H: 0.001 -3.492 -2.730
H: -2.151 -4.565 -3.266
C: -6.436 2.524 1.799
C: -5.406 2.100 0.913
C: -4.236 1.675 1.562
C: -4.041 1.822 2.932
C: -5.064 2.331 3.782
C: -6.299 2.620 3.170
N: -2.775 1.392 3.516
O: -1.770 1.343 2.814
O: -2.803 1.037 4.646
H: -7.345 2.877 1.333
H: -5.544 2.046 -0.157
H: -3.538 1.120 0.954
H: -4.846 2.492 4.827
H: -7.157 3.135 3.576
C: 6.911 0.464 1.290
C: 6.981 1.838 1.058
C: 5.855 2.561 1.034
C: 4.561 1.921 1.284
C: 4.529 0.571 1.311
C: 5.719 -0.213 1.456
N: 3.324 2.712 1.418
O: 3.319 3.885 1.057
O: 2.413 2.228 2.115
H: 7.809 -0.100 1.495
H: 7.957 2.285 0.937
H: 5.848 3.640 0.981
H: 3.557 0.109 1.214
H: 5.696 -1.287 1.569

Expectation value of S²: 2.02
Gap between HOMO and LUMO (alpha / beta) in Ha: 0.2781 / 0.1719
2S+1: 3
HOMO (alpha / beta) in eV: -6.4664 / -7.0262
Charge: -1
Energy above the lowest of the compared OMol25 structures with the same formula, charge and spin in kcal/mol: 40.9

***

# C38H33F3N4P2RbS2

A molecular structure, C38H33F3N4P2RbS2 (the ωB97M-V functional and the def2-TZVPD basis, the Open Molecules 2025 dataset).

Geometry (Å):
Rb: 0.824 -0.628 -1.484
N: -0.561 2.680 0.552
P: 0.803 1.803 1.109
C: 0.290 1.199 2.753
C: 0.292 -0.174 2.965
C: -0.176 -0.710 4.159
C: -0.657 0.136 5.146
C: -0.665 1.513 4.943
C: -0.191 2.042 3.755
C: 1.956 3.155 1.519
C: 2.099 4.231 0.643
C: 3.031 5.227 0.897
C: 3.840 5.150 2.021
C: 3.716 4.075 2.889
C: 2.780 3.082 2.641
P: -1.395 1.979 -0.790
C: -2.719 3.202 -1.045
C: -3.160 3.399 -2.351
C: -4.191 4.287 -2.618
C: -4.776 4.998 -1.581
C: -4.333 4.817 -0.278
C: -3.312 3.919 -0.008
C: -2.284 0.618 0.079
C: -2.502 -0.576 -0.603
C: -3.159 -1.638 0.008
C: -3.594 -1.517 1.318
C: -3.380 -0.331 2.010
C: -2.732 0.727 1.395
H: -0.609 3.681 0.685
H: 0.643 -0.834 2.179
H: -0.176 -1.781 4.314
H: -1.027 -0.275 6.076
H: -1.038 2.171 5.717
H: -0.197 3.116 3.603
H: 1.481 4.293 -0.246
H: 3.125 6.062 0.216
H: 4.565 5.928 2.221
H: 4.344 4.011 3.768
H: 2.681 2.253 3.332
H: -2.688 2.857 -3.163
H: -4.529 4.432 -3.636
H: -5.576 5.698 -1.787
H: -4.788 5.373 0.531
H: -2.987 3.776 1.016
H: -2.176 -0.683 -1.635
H: -3.334 -2.557 -0.539
H: -4.100 -2.343 1.799
H: -3.715 -0.233 3.034
H: -2.545 1.638 1.949
C: -1.826 -2.900 -3.777
C: -0.481 -2.894 -4.429
N: 0.567 -2.285 -3.955
C: 1.649 -2.418 -4.805
C: 1.396 -3.142 -5.927
S: -0.219 -3.684 -5.933
C: 2.948 -1.804 -4.475
C: 4.093 -1.969 -5.191
S: 5.357 -1.066 -4.495
C: 4.290 -0.525 -3.265
N: 3.077 -0.983 -3.376
C: 4.742 0.390 -2.173
H: -1.725 -2.698 -2.711
H: -2.326 -3.859 -3.905
H: -2.466 -2.129 -4.210
H: 2.064 -3.382 -6.737
H: 4.256 -2.562 -6.075
H: 5.785 0.673 -2.297
H: 4.636 -0.099 -1.203
H: 4.140 1.299 -2.168
F: -0.792 -7.168 2.236
C: -0.041 -6.222 2.811
F: 1.027 -6.817 3.357
F: -0.758 -5.684 3.811
C: 0.371 -5.156 1.825
C: 1.417 -4.303 2.140
C: 1.735 -3.303 1.237
N: 1.087 -3.119 0.085
C: 0.097 -3.960 -0.205
C: -0.302 -4.993 0.629
H: 1.972 -4.414 3.061
H: 2.544 -2.614 1.451
H: -0.402 -3.808 -1.156
H: -1.113 -5.651 0.350

Gap between HOMO and LUMO in Ha: 0.3126
HOMO in eV: -10.5739
Charge: +1
Energy above the lowest of the compared OMol25 structures with the same formula, charge and spin in kcal/mol: 0.0

***

# C38H33F7N2OOsTe

A molecular structure, C38H33F7N2OOsTe (the ωB97M-V functional and the def2-TZVPD basis, the Open Molecules 2025 dataset).

Geometry (Å):
Os: 1.044 0.333 -2.229
F: 5.546 2.585 -4.047
C: 4.726 1.532 -4.040
C: 3.594 1.577 -3.249
C: 2.748 0.471 -3.244
C: 3.032 -0.623 -4.060
C: 4.191 -0.618 -4.829
F: 4.493 -1.685 -5.590
C: 5.061 0.443 -4.834
C: 2.054 -1.673 -3.945
C: 1.938 -2.790 -4.763
C: 1.007 -3.759 -4.468
C: 0.202 -3.617 -3.341
C: 0.307 -2.472 -2.600
N: 1.189 -1.487 -2.891
H: 3.400 2.459 -2.654
H: 5.957 0.426 -5.437
H: 2.583 -2.889 -5.621
H: 0.912 -4.628 -5.105
H: -0.506 -4.378 -3.047
H: -0.303 -2.321 -1.739
F: -1.104 1.941 -3.006
C: 0.043 1.489 -3.672
F: 0.680 2.627 -4.060
C: -0.499 0.789 -4.931
F: -1.345 -0.187 -4.569
F: 0.500 0.227 -5.624
F: -1.136 1.641 -5.714
C: -2.751 -3.773 7.058
C: -2.146 -3.140 5.836
C: -2.656 -3.398 4.567
C: -2.118 -2.816 3.429
C: -2.692 -3.161 2.078
C: -1.035 -1.940 3.588
Te: -0.195 -1.101 1.864
N: 1.276 0.297 -0.436
C: 1.567 1.200 0.528
O: 1.217 1.089 1.708
C: 2.339 2.392 0.070
C: 3.638 2.624 0.502
C: 4.311 3.745 0.041
C: 3.685 4.641 -0.819
C: 2.377 4.422 -1.226
C: 1.706 3.289 -0.786
C: -1.730 0.216 1.321
C: -2.308 0.112 0.052
C: -1.903 -0.925 -0.955
C: -3.289 1.031 -0.308
C: -3.697 2.035 0.554
C: -4.748 3.032 0.151
C: -3.099 2.113 1.808
C: -2.113 1.228 2.216
C: -1.505 1.397 3.582
C: -0.471 -1.685 4.841
C: 0.727 -0.798 5.067
C: -1.055 -2.291 5.949
H: -3.442 -4.571 6.791
H: -3.304 -3.032 7.639
H: -1.979 -4.187 7.707
H: -3.494 -4.078 4.460
H: -3.477 -3.908 2.175
H: -1.925 -3.575 1.416
H: -3.123 -2.283 1.590
H: 4.114 1.933 1.186
H: 5.328 3.929 0.364
H: 4.220 5.514 -1.171
H: 1.881 5.128 -1.879
H: 0.672 3.122 -1.086
H: -1.436 -1.776 -0.469
H: -1.179 -0.483 -1.674
H: -2.752 -1.274 -1.544
H: -3.732 0.959 -1.295
H: -5.140 2.818 -0.841
H: -4.335 4.042 0.145
H: -5.579 3.026 0.858
H: -3.399 2.902 2.489
H: -1.677 2.407 3.950
H: -0.428 1.231 3.567
H: -1.950 0.698 4.294
H: 1.215 -0.480 4.144
H: 1.471 -1.320 5.669
H: 0.442 0.104 5.611
H: -0.636 -2.092 6.931

Expectation value of S²: 0.87
Gap between HOMO and LUMO (alpha / beta) in Ha: 0.2242 / 0.2133
2S+1: 2
HOMO (alpha / beta) in eV: -10.4155 / -10.4873
Charge: +1
Energy above the lowest of the compared OMol25 structures with the same formula, charge and spin in kcal/mol: 14.8

***

no.,largest force on an atom (eV Å⁻¹),electronic energy (eV)
1,1.1,-98551.914
2,2.7,-216454.648
3,7.7,-257887.142
4,0.3,-94956.253
5,1.9,-73744.168